Record 1
Molecular formula: C21H26N4O3S2
Method: DFT, wB97M-V/def2-TZVPD

Structure (XYZ):
```
56
Properties=species:S:1:pos:R:3:mulliken_charge:R:1
H 1.278 1.852 -1.868 0.2746
O -3.961 -1.408 -1.908 -0.6343
H 4.923 0.528 -0.209 -0.0119
H -6.715 0.723 -0.751 0.4022
C -0.052 -0.866 -0.186 0.7898
H -1.512 -1.766 -1.427 0.4928
H -6.223 -2.996 -0.741 0.2928
C 4.090 -3.076 0.753 -0.7503
H -0.005 3.289 1.374 0.3543
S -2.794 0.754 1.022 -0.0838
C 0.526 0.277 0.422 0.2236
H 4.733 -3.933 0.637 0.4264
N -0.046 1.487 0.349 -0.0204
H 3.269 0.599 -2.058 0.2287
C 1.849 2.729 -1.515 -0.6030
H -6.939 -3.257 0.853 0.3868
C 5.128 1.135 -1.086 -0.9329
C 0.783 -2.013 -0.396 0.0405
C -6.330 -2.582 0.259 -1.0843
O 0.503 -3.010 -1.034 -0.7256
H -7.994 -1.286 -0.177 0.3685
C -4.531 0.765 0.739 0.4066
H 2.512 -3.812 -0.523 0.4697
H -0.868 1.588 -0.224 0.4817
N 1.698 0.213 1.063 -0.3873
H 5.649 2.036 -0.773 0.2992
C 2.427 -0.869 1.009 0.1900
H 0.123 3.885 -1.017 0.4039
H 4.043 2.062 -2.710 0.4257
S -5.578 1.666 1.610 -0.2819
H -7.020 -0.769 1.201 0.2559
H 2.065 3.355 -2.396 0.4943
C 0.641 2.698 0.719 -0.9424
C 3.830 1.507 -1.781 -0.2665
H 1.541 2.401 1.256 0.3193
H 3.285 0.357 3.380 0.3979
C -1.378 -0.984 -0.683 -0.6765
H 5.005 0.174 2.985 0.3704
C -6.216 -0.249 -0.725 -1.1815
H 1.601 4.389 -0.181 0.4099
N 2.072 -1.954 0.244 0.1068
C 2.897 -3.028 0.113 -0.4456
C -2.529 -0.369 -0.309 0.0500
O 3.051 2.306 -0.921 -0.2606
N -4.848 -0.045 -0.295 0.0690
H 3.934 1.179 1.977 0.2381
C 1.022 3.527 -0.511 -0.7577
C -3.802 -0.696 -0.942 0.2325
H -6.156 -0.669 -1.733 0.3970
H 5.422 -2.042 2.100 0.4449
C -6.974 -1.202 0.200 -0.2407
H -5.341 -2.532 0.711 0.2385
C 4.476 -1.999 1.580 -0.2691
C 3.667 -0.910 1.720 0.5658
C 4.006 0.268 2.569 -1.4101
H 5.762 0.573 -1.767 0.4185
```

HOMO in Eh: -0.287
HOMO-LUMO gap in Ha: 0.260
LUMO energy in eV: -0.72

---

Record 2
Molecular formula: C43H36N6O5PRuS3
Method: DFT, wB97M-V/def2-TZVPD

Structure (XYZ):
```
95
Properties=species:S:1:pos:R:3:lowdin_spin:R:1
H 4.758 0.346 -2.491 -0.0002
H -3.200 1.818 -1.883 0.0001
C -3.195 1.185 -1.008 0.0018
S -0.879 2.177 -3.895 0.0008
H 3.329 4.833 4.424 0.0001
C 1.582 -0.724 3.371 0.0002
C -2.588 -2.317 -1.564 -0.0010
C 0.296 -1.112 3.031 0.0015
C -0.445 -0.608 5.261 0.0000
H 0.572 -3.493 -1.844 0.0000
H -5.277 1.346 -0.583 0.0000
C 1.624 1.720 1.494 -0.0012
C -1.881 -0.129 0.397 0.0090
H -4.045 -2.044 -5.693 0.0000
C -1.731 -0.388 -3.840 -0.0021
C -3.194 -3.459 -1.071 0.0001
H 0.126 -1.414 -5.430 -0.0001
H 2.369 -0.800 2.636 0.0000
H 4.054 -3.081 -5.224 0.0000
H 4.068 -2.736 -2.768 0.0000
H -3.282 2.168 -5.472 0.0000
H 1.391 1.393 6.963 0.0000
C 3.195 -2.643 -4.731 -0.0004
C -2.469 -1.436 -4.377 -0.0006
O -0.914 3.212 -4.886 -0.0007
C -3.503 -1.204 -5.279 -0.0002
C 0.981 -1.717 -4.841 -0.0007
O -1.117 2.538 -2.454 0.0119
H -1.236 -0.587 6.000 0.0000
H -3.153 3.923 1.604 0.0000
H 2.842 0.045 4.918 0.0000
C -1.096 -4.609 -1.144 0.0001
N 3.044 0.516 0.201 0.0081
H 3.979 0.429 2.297 0.0000
C 1.838 -0.265 4.653 0.0001
H 2.079 -2.394 -6.548 0.0000
C -0.485 -3.463 -1.632 -0.0009
C 2.531 3.375 3.080 -0.0005
C 3.472 3.860 3.975 0.0002
H -2.245 -2.455 -4.089 0.0000
C 2.683 2.129 2.468 0.0011
C -2.190 3.437 1.649 -0.0006
C -4.212 0.084 0.834 0.0002
C 4.592 3.102 4.277 -0.0009
H -5.085 -0.152 1.429 0.0000
H 5.192 -0.081 -0.862 0.0000
H 1.973 -0.193 7.438 0.0000
C -1.222 -2.303 -1.854 -0.0011
C -0.714 -1.079 3.985 0.0000
H -0.500 -5.495 -0.977 0.0000
C -1.637 3.017 2.854 -0.0004
C -4.331 0.920 -0.287 -0.0002
C 0.833 -0.186 5.612 -0.0001
N -0.565 -0.449 0.537 0.0914
C -0.380 2.447 2.852 -0.0004
C 0.985 -1.532 -3.464 -0.0016
H -3.200 -1.442 -1.748 -0.0001
O -1.181 -2.616 1.606 0.0119
H -2.905 -1.110 2.030 0.0003
C -2.061 0.914 -4.267 0.0003
C 3.205 -2.452 -3.356 0.0001
H 0.098 2.114 3.763 0.0000
P -0.426 -0.812 -2.574 -0.0132
C 0.268 2.284 1.633 -0.0008
C -2.449 -4.610 -0.862 -0.0010
C -3.835 0.086 -5.646 -0.0001
C -3.098 1.155 -5.147 0.0000
C -1.500 3.188 0.481 -0.0006
H -4.254 -3.447 -0.855 0.0000
S -0.082 -1.703 1.406 0.0086
C 1.130 0.334 6.992 0.0000
C 2.086 -2.267 -5.474 0.0000
C 3.302 0.652 -1.070 0.0022
O 1.157 -2.153 0.834 -0.0008
N -2.005 0.658 -0.682 0.0199
H 5.330 3.475 4.973 -0.0001
H 2.131 -1.727 -1.648 -0.0001
Ru 0.207 1.085 -1.125 0.8402
H -1.700 -1.441 3.741 0.0000
O 0.312 1.347 -3.960 0.0022
H -2.176 3.146 3.782 0.0000
N 1.770 1.043 0.415 0.0264
H 0.272 0.219 7.651 0.0000
S 2.226 1.376 -2.204 -0.0040
N 4.506 0.232 -1.527 -0.0012
C 2.110 -1.882 -2.724 -0.0004
H 1.679 3.996 2.843 0.0000
C 4.763 1.868 3.667 0.0001
H -4.642 0.263 -6.345 0.0000
H 5.637 1.272 3.888 0.0000
C -3.000 -0.447 1.188 0.0004
C 3.827 1.386 2.766 -0.0006
H -1.890 3.458 -0.490 -0.0001
H -2.924 -5.501 -0.473 -0.0001
N -0.305 2.586 0.468 -0.0024
```

Spin multiplicity: 2
HOMO (spin up / spin down) in Eh: -0.279 / -0.275
⟨S²⟩: 0.76
HOMO-LUMO gap (spin up / spin down) in Ha: 0.257 / 0.258
LUMO energy (spin up / spin down) in eV: -0.59 / -0.47

---

Record 3
Molecular formula: C3H5NO2P
Method: DFT, wB97M-V/def2-TZVPD

Structure (XYZ):
```
12
Properties=species:S:1:pos:R:3:mulliken_charge:R:1
P -0.815 1.701 0.104 -0.1809
O 1.164 1.387 -0.161 -0.5539
N 0.953 -2.021 -0.081 -0.6888
C -0.861 -0.170 0.423 -0.6813
C 1.701 0.278 -0.012 0.5491
H -1.737 -0.760 -0.223 0.2435
H -1.146 -0.347 1.411 0.3665
H -0.743 1.642 -1.373 -0.0261
H 0.258 -2.667 -0.062 0.2305
H -2.307 1.751 -0.115 -0.0036
O 2.884 0.026 0.075 -0.6992
C 0.650 -0.818 0.015 0.4441
```

Total charge: -1
HOMO in Eh: -0.144
HOMO-LUMO gap in Ha: 0.297
LUMO energy in eV: 4.17

---

Record 4
Molecular formula: C43H46BrClN5NbO2Sb
Method: DFT, wB97M-V/def2-TZVPD

Structure (XYZ):
```
100
Properties=species:S:1:pos:R:3:mulliken_charge:R:1
H -20.368 -5.021 -4.829 0.5566
C -16.825 -9.665 -2.291 -1.1431
C -18.207 -8.565 3.178 -0.0809
C -16.963 -9.318 3.290 0.2483
H -26.117 -5.554 -0.193 0.4905
H -13.409 -7.981 2.661 0.5385
C -17.912 -11.111 1.919 -0.7666
H -18.801 -5.484 -4.045 0.2907
C -24.146 -8.765 -1.366 0.0414
C -22.313 -14.286 1.067 -0.5807
H -21.992 -9.974 -3.957 0.1910
H -19.815 -5.650 -1.372 0.2918
N -22.019 -10.704 1.752 0.1555
C -24.365 -6.757 -0.022 -0.5282
C -20.629 -6.428 -3.310 1.3986
H -12.245 -6.375 1.131 0.4253
C -16.852 -7.468 -3.556 -1.6917
C -22.570 -11.796 -0.224 -0.5286
C -13.708 -6.960 2.571 -0.1915
C -14.880 -6.587 3.320 -0.0592
H -19.589 -6.588 -5.180 0.2322
C -18.695 -7.475 3.913 -0.3196
C -19.764 -5.826 -4.412 -1.4812
H -18.087 -6.945 4.659 0.5657
C -22.011 -6.723 -3.859 -1.7730
C -19.917 -6.903 3.541 -1.1684
N -15.748 -8.751 3.491 -0.8181
C -23.592 -7.884 -0.321 0.5776
C -22.489 -14.216 -0.328 -1.2575
H -17.763 -10.119 -5.007 0.3026
C -25.574 -6.395 -0.583 -0.7657
N -20.255 -8.480 1.805 1.3638
H -23.976 -6.111 0.730 0.5422
H -22.041 -7.249 -4.796 0.3528
H -25.643 -8.716 -3.030 0.4988
H -22.624 -7.311 -3.173 0.2953
C -25.963 -7.112 -1.699 0.0950
C -13.593 -4.747 1.698 0.3460
C -19.856 -10.223 -4.195 1.2071
H -21.464 -10.748 -5.506 0.5669
H -15.777 -7.580 -3.594 0.4884
H -15.908 -4.916 4.177 0.4653
H -17.836 -12.101 1.505 0.5943
H -20.316 -11.474 -2.440 0.0391
C -17.150 -7.540 -1.064 -1.9711
C -21.230 -9.953 -4.755 -1.3687
Cl -27.305 -6.588 -2.609 -0.1302
C -21.914 -10.670 3.102 -0.1663
H -20.107 -12.328 -3.973 0.5692
H -21.648 -11.752 4.954 0.4847
H -17.365 -6.451 -1.143 0.2615
N -22.632 -10.545 -0.821 0.9173
C -21.878 -11.800 3.903 -1.1135
C -15.189 -5.178 3.435 -0.3419
C -16.983 -10.636 2.843 -0.8681
C -18.837 -10.244 1.403 0.3304
H -20.759 -4.553 -2.323 0.5597
H -17.259 -10.155 -1.375 0.0285
C -20.674 -5.575 -2.040 -1.6226
H -17.809 -7.857 -0.217 0.2618
C -17.391 -8.248 -2.377 1.7113
C -14.604 -4.276 2.589 -0.6178
C -22.280 -11.875 1.141 1.1961
N -15.857 -7.468 3.673 0.1732
H -17.135 -10.239 -3.174 0.1407
H -17.111 -6.421 -3.546 0.3461
C -23.682 -10.101 -1.546 -0.3223
H -22.753 -12.867 -2.007 0.5426
Br -13.274 -3.553 0.314 -0.0715
O -19.581 -10.524 0.323 -0.1475
H -20.313 -6.064 4.063 0.5846
H -18.989 -10.968 -5.943 0.5298
C -22.595 -12.980 -0.948 -0.3362
Sb -19.724 -8.489 -2.512 2.2958
C -18.835 -10.084 -5.307 -1.6554
Nb -21.129 -9.427 -0.185 -0.9586
C -19.130 -9.078 2.164 0.4165
H -22.542 -15.105 -0.904 0.5003
H -24.239 -10.714 -2.258 0.5141
H -21.509 -5.829 -1.418 0.2679
H -21.259 -8.996 -5.290 0.2013
C -22.180 -13.127 1.834 0.4791
C -20.597 -7.382 2.468 -0.7723
H -16.075 -7.608 -0.804 0.5491
H -21.846 -9.684 3.521 0.6163
C -25.255 -8.244 -2.114 -0.9678
C -19.736 -11.492 -3.363 -1.1954
H -21.511 -6.916 2.107 0.3844
H -22.129 -15.290 1.509 0.4038
H -19.036 -9.169 -5.875 0.3129
H -16.111 -11.285 3.068 0.4186
C -21.964 -13.015 3.237 -0.5226
C -13.123 -6.061 1.736 -0.5167
H -18.709 -11.726 -3.081 0.2441
H -22.499 -5.737 -3.952 0.5774
O -22.314 -7.950 0.260 0.0656
H -21.693 -13.905 3.783 0.4471
H -17.212 -7.854 -4.519 0.3088
H -15.725 -9.689 -2.199 0.5642
H -14.901 -3.238 2.514 0.4543
```

Total charge: +3
HOMO (spin up / spin down) in Eh: -0.512 / -0.511
HOMO-LUMO gap (spin up / spin down) in Ha: 0.129 / 0.129
LUMO energy (spin up / spin down) in eV: -10.40 / -10.41

---

Record 5
Molecular formula: ClH2NO2Si
Method: DFT, wB97M-V/def2-TZVPD

Structure (XYZ):
```
7
Properties=species:S:1:pos:R:3:mulliken_charge:R:1
O 1.979 0.189 -0.670 -0.3932
Si 0.611 -0.189 -0.249 0.5317
Cl -0.224 2.823 2.789 -0.1598
H -0.596 0.332 -0.812 -0.0655
H 0.395 -1.155 0.696 -0.0761
O 2.329 2.982 2.295 -0.1337
N 1.312 3.433 1.912 0.2966
```

HOMO in Eh: -0.397
HOMO-LUMO gap in Ha: 0.344
LUMO energy in eV: -1.44

---

Record 6
Molecular formula: C24H28MnN2O3P2
Method: DFT, wB97M-V/def2-TZVPD

Structure (XYZ):
```
60
Properties=species:S:1:pos:R:3:lowdin_spin:R:1
H 5.138 -2.037 -2.889 -0.0001
C 1.866 -1.588 -2.054 0.0010
H -0.272 -1.864 -2.093 -0.0004
C 2.864 0.532 -2.755 0.0030
H 3.158 -3.291 -2.059 0.0000
O -1.798 1.499 3.671 0.0068
C 1.453 2.533 -2.870 0.0033
H 0.691 -3.389 -1.827 -0.0003
H 1.747 -4.041 0.457 -0.0007
C -1.505 -1.689 5.224 0.0008
C -0.922 2.324 -2.251 0.0021
H -2.008 0.509 -2.190 0.0004
H 2.103 4.492 -3.578 0.0005
H -2.073 4.123 -2.459 0.0001
C -0.890 -1.830 3.817 0.0058
C -0.024 4.475 -3.042 0.0008
C -1.208 -3.379 0.373 -0.0186
H -2.106 -2.870 0.022 -0.0001
C -2.004 -0.277 5.316 0.0012
H -0.791 -1.937 6.023 0.0001
N 0.727 0.558 -1.702 0.1095
H -3.231 -0.794 0.309 0.0012
H 3.517 2.462 -3.328 0.0002
C 0.391 1.771 -2.265 0.0050
C -2.026 1.476 -1.655 0.0061
P -1.705 1.051 0.152 0.0400
H -1.524 0.281 6.130 0.0002
H 2.526 -2.447 0.840 0.0003
C 3.091 -2.225 -2.249 0.0029
C -3.259 0.259 0.621 0.0251
H -0.970 -4.249 -0.246 -0.0042
P 0.204 -2.199 0.202 -0.0360
O 2.541 0.718 1.377 0.0388
C 0.613 -2.315 -1.608 0.0061
H -2.993 2.001 -1.734 0.0007
H -1.288 -3.602 1.439 0.0000
C 2.663 1.885 -2.955 0.0044
N -0.916 -0.608 3.160 0.0471
C 1.789 -0.185 -2.163 0.0048
C 1.228 3.906 -3.225 0.0073
C -1.591 2.695 0.881 0.0080
C 1.418 0.327 1.474 0.0046
H 1.414 -3.185 2.036 0.0001
O -0.347 -2.859 3.432 0.0063
C -1.586 0.327 3.956 0.0081
H -0.675 3.213 0.539 -0.0001
C 4.202 -1.515 -2.719 0.0005
H -3.338 0.314 1.712 0.0000
H -1.520 2.585 1.984 0.0005
H -4.107 0.760 0.136 0.0050
C -1.081 3.679 -2.559 0.0036
H -2.308 -2.423 5.322 0.0002
H -0.190 5.518 -3.300 -0.0001
H -0.003 0.424 -0.583 0.0259
H -3.097 -0.233 5.430 0.0001
H 4.959 0.433 -3.350 0.0004
Mn -0.212 -0.198 1.056 2.6611
C 1.635 -3.072 0.966 0.0030
C 4.094 -0.156 -2.992 0.0062
H -2.469 3.327 0.640 0.0012
```

Total charge: +2
Spin multiplicity: 4
HOMO (spin up / spin down) in Eh: -0.535 / -0.537
⟨S²⟩: 3.87
HOMO-LUMO gap (spin up / spin down) in Ha: 0.213 / 0.229
LUMO energy (spin up / spin down) in eV: -8.75 / -8.40